ORCA calculation (ωB97M-V with the def2-TZVPD basis set) on a cluster of 2 separate species, C30H39N4O in total at a distorted geometry.

The geometry in XYZ format:
```
74
Properties=species:S:1:pos:R:3:forces:R:3:lowdin_charge:R:1
C 3.9834 -4.8449 0.2950 -0.030 0.032 0.426 -0.1532
C 5.1296 -3.8848 -0.0293 0.130 -0.521 -0.431 -0.1377
N 4.7507 -2.5255 0.2352 -0.819 0.082 0.033 -0.0608
C 5.6833 -1.4439 0.4580 0.398 0.441 0.230 -0.1065
C 4.7762 -0.1878 0.5705 0.814 0.543 0.102 -0.0777
C 3.3864 -0.7118 0.4429 -1.219 0.074 -0.054 -0.1343
C 2.1445 -0.1255 0.4924 0.465 -0.280 -0.082 0.0621
C 0.9632 -0.9201 0.2763 0.027 0.119 -0.190 -0.1828
C -0.2956 -0.2893 0.4079 0.044 -0.663 0.131 0.0736
C -1.5548 -0.9212 0.5321 -0.063 0.104 0.230 -0.1842
C -2.7386 -0.1295 0.3198 -0.472 -0.317 0.087 0.0585
C -3.9792 -0.7204 0.3635 1.232 0.142 0.042 -0.1344
C -4.0583 -2.1106 0.5700 -0.591 -0.263 -0.082 -0.1169
N -5.3360 -2.5423 0.5366 0.820 0.084 -0.007 -0.0608
C -5.7101 -3.9066 0.7805 -0.128 -0.527 0.431 -0.1376
C -4.5549 -4.8561 0.4567 0.028 0.041 -0.423 -0.1532
C -3.1863 -4.3975 0.9854 0.011 -0.582 0.544 -0.1298
C -2.9495 -2.9316 0.8153 0.710 0.525 -0.054 -0.1290
C -1.7149 -2.3047 0.8809 -0.595 -0.104 -0.326 0.0433
C -6.2716 -1.4633 0.3142 -0.394 0.453 -0.241 -0.1063
C -5.3703 -0.2008 0.2330 -0.826 0.530 -0.084 -0.0759
C 1.1249 -2.3034 -0.0692 0.609 -0.116 0.261 0.0440
C 2.3633 -2.9242 -0.0194 -0.736 0.512 0.069 -0.1291
C 3.4704 -2.1003 0.2233 0.596 -0.220 0.030 -0.1165
C 2.6061 -4.3864 -0.2107 -0.014 -0.575 -0.534 -0.1299
H 4.2197 -5.8239 -0.1337 -0.040 0.137 0.183 0.1197
H 3.9297 -4.9577 1.3848 0.039 -0.035 -0.145 0.1221
H 6.0137 -4.1241 0.5776 -0.196 -0.006 -0.173 0.1335
H 5.4065 -4.0148 -1.0916 0.054 0.191 0.259 0.1365
H 6.2533 -1.6020 1.3884 -0.120 -0.082 -0.304 0.1302
H 6.4052 -1.3600 -0.3685 -0.204 -0.076 0.185 0.1304
H 4.9478 0.3128 1.5304 -0.080 0.027 -0.248 0.1248
H 5.0279 0.5139 -0.2360 -0.180 -0.039 0.272 0.1255
H 2.0376 0.9363 0.7114 -0.079 -0.137 -0.060 0.1245
H -0.2873 0.8004 0.4478 0.008 -0.039 -0.048 0.1105
H -2.6399 0.9354 0.1089 0.046 -0.197 0.086 0.1269
H -5.9968 -4.0505 1.8384 -0.055 0.189 -0.260 0.1367
H -6.5867 -4.1431 0.1618 0.197 -0.006 0.175 0.1336
H -4.7915 -5.8423 0.8686 0.045 0.138 -0.179 0.1196
H -4.4875 -4.9534 -0.6339 -0.040 -0.037 0.144 0.1220
H -3.1008 -4.6704 2.0471 0.023 0.055 -0.148 0.1294
H -2.4128 -4.9634 0.4511 -0.084 0.101 0.191 0.1228
H -0.8609 -2.8905 1.2232 -0.253 0.252 -0.160 0.1225
H -6.8255 -1.6104 -0.6277 0.113 -0.096 0.304 0.1302
H -7.0070 -1.3947 1.1300 0.210 -0.071 -0.184 0.1307
H -5.6342 0.4828 1.0511 0.200 -0.026 -0.279 0.1278
H -5.5357 0.3170 -0.7184 0.072 0.032 0.247 0.1254
H 0.2683 -2.8949 -0.3941 0.264 0.252 0.118 0.1215
H 2.5097 -4.6451 -1.2750 -0.024 0.053 0.151 0.1294
H 1.8415 -4.9633 0.3246 0.083 0.098 -0.189 0.1231
C 2.5286 4.7739 1.5159 0.274 0.063 0.189 -0.0434
N 2.0966 4.7491 0.1379 0.085 -0.064 0.028 -0.1569
C 2.9709 5.4274 -0.8121 -0.263 0.094 -0.028 -0.0426
C 0.9452 4.0993 -0.1492 0.373 0.262 0.289 -0.4077
C 0.3681 4.2880 -1.5593 0.282 -0.509 1.188 -0.2663
C 0.0456 5.7484 -1.9362 -0.019 0.029 -0.074 -0.1196
C -1.4864 5.8273 -2.0350 -0.312 -0.338 -0.037 -0.1410
C -2.0130 4.4371 -1.5988 -0.849 0.622 0.538 -0.2193
N -0.8705 3.5936 -1.5500 -0.199 -0.861 -1.866 -0.0452
O 0.3754 3.3961 0.6894 0.220 0.174 -0.404 0.0133
H 1.7625 4.2856 2.1230 0.297 0.165 -0.063 0.0858
H 3.4868 4.2459 1.6139 -0.135 0.100 0.154 0.0904
H 2.6620 5.8179 1.8303 0.031 -0.234 0.055 0.0971
H 2.7221 5.1647 -1.8499 0.121 0.124 0.439 0.0856
H 2.9003 6.5208 -0.6902 0.056 -0.292 -0.109 0.0984
H 4.0078 5.1278 -0.6048 -0.234 0.053 -0.123 0.0928
H 1.1213 3.8658 -2.2391 -0.245 -0.084 -0.194 0.1378
H 0.4144 6.4660 -1.1959 0.081 -0.233 -0.116 0.1113
H 0.5077 5.9847 -2.8986 -0.017 0.069 0.191 0.1136
H -1.8862 6.6008 -1.3736 0.031 -0.059 -0.246 0.1068
H -1.7964 6.0442 -3.0622 0.034 0.040 0.237 0.1074
H -2.4933 4.5212 -0.6026 0.037 0.034 -0.257 0.1116
H -2.7745 4.0547 -2.2910 0.076 0.113 0.054 0.1051
H -0.9505 2.6982 -1.0897 0.281 0.539 0.107 0.1006
```
Positions in Å, forces in eV/Å.

* net charge: +1
* LUMO level: -3.8 eV
* HOMO-LUMO gap: 5.85 eV
* molecular weight: 471.67 g/mol
* energy: -1460.63058 Ha
* ΔE to the lowest compared entry with this formula, charge and spin: 0.00 kJ/mol

ORCA calculation (ωB97M-V with the def2-TZVPD basis set) on a structure of composition C30H39N5OV at a distorted geometry.

The geometry in XYZ format:
```
76
Properties=species:S:1:pos:R:3:forces:R:3:lowdin_spin:R:1
V 0.6389 0.1732 0.6704 -2.836 -4.876 -0.257 2.5534
N 0.8750 -2.4944 3.7830 -0.529 0.781 1.326 0.0037
N -0.3873 -2.3485 -1.1052 4.235 1.745 3.081 0.0497
C 1.3149 2.0755 0.2273 0.516 0.630 0.360 0.0515
C 2.4066 1.1846 0.5544 0.121 1.546 0.120 0.0523
C 2.2254 0.8027 1.9093 1.804 0.251 1.582 0.0236
C 3.1045 -0.1136 2.7020 2.436 3.492 0.525 0.0020
H 3.9446 -0.4895 2.1063 -0.150 0.007 0.348 0.0012
H 2.4967 -1.0659 2.9988 -0.269 -0.485 -0.561 -0.0011
H 3.4431 0.3372 3.6381 0.517 0.682 0.520 0.0029
C 1.0078 1.3386 2.4055 0.492 0.852 -0.028 0.0267
C 0.4038 1.0284 3.7417 -0.156 -0.163 0.057 0.0073
H 0.9751 1.4648 4.5778 0.005 -0.027 -0.218 0.0013
H 0.3614 -0.0612 3.8987 0.057 0.319 -0.010 0.0013
H -0.6231 1.4184 3.7913 0.208 -0.096 0.032 0.0002
C 0.4525 2.1569 1.3729 0.538 0.612 -0.050 0.0461
C -0.7923 2.9717 1.4818 -0.258 0.083 -0.021 0.0174
H -1.5650 2.4072 2.0194 0.009 0.140 -0.131 0.0013
H -1.1735 3.2226 0.4843 -0.066 -0.031 0.179 0.0009
H -0.6319 3.9191 2.0218 0.015 -0.154 -0.072 0.0041
C 3.5214 0.7843 -0.3481 0.252 0.099 -0.147 0.0222
H 4.3741 1.4688 -0.2254 0.024 -0.150 -0.082 0.0048
H 3.2091 0.8215 -1.4029 0.063 -0.030 0.238 0.0017
H 3.8668 -0.2347 -0.1304 -0.096 0.213 -0.047 0.0021
C 1.1475 2.8228 -1.0474 -0.129 0.196 -0.282 0.0178
H 0.0824 2.9837 -1.2661 0.243 0.011 -0.087 0.0013
H 1.5771 2.2629 -1.8870 -0.108 0.139 0.047 0.0011
H 1.6377 3.8096 -1.0110 -0.059 -0.123 -0.050 0.0028
C 0.1631 -3.1858 4.6273 -0.792 -0.607 -0.781 0.0003
H 0.5060 -3.0239 5.6749 -0.716 -0.632 -0.436 -0.0001
C -0.8804 -4.0454 4.1799 0.471 0.253 1.378 0.0075
H -1.3830 -4.6239 4.9524 -0.270 -0.145 -0.301 0.0010
C -1.1438 -4.1424 2.8021 0.695 0.660 -0.024 0.0029
H -1.9717 -4.8367 2.4886 0.984 0.750 -0.064 0.0000
C -0.3649 -3.3660 1.9137 -0.388 0.348 0.281 0.0022
H -0.5808 -3.4016 0.8399 0.257 0.184 0.429 -0.0004
C 0.6617 -2.4182 2.4285 0.963 -1.660 0.945 0.0069
C 1.7590 -1.5772 1.9683 -4.973 -4.044 -4.276 -0.0163
H 2.2181 -2.1883 1.1617 0.358 0.606 -0.305 0.0058
C -0.1170 -0.9572 -1.2122 -2.456 -3.457 -1.762 0.0149
C 0.5263 -2.9462 -1.9799 -3.035 0.499 -1.354 -0.0037
H 0.9972 -3.8729 -1.6857 -0.454 -0.484 -0.586 -0.0004
C 0.5856 -2.1726 -3.1287 -0.204 0.115 1.700 0.0177
H 0.6596 -2.4993 -4.1792 0.167 0.638 0.907 0.0016
N 0.0952 -0.8989 -2.6081 1.329 -0.094 -1.001 0.0081
C -0.0450 0.2496 -3.3811 -0.002 0.771 0.027 0.0022
C 0.9608 0.5619 -4.3188 -1.084 0.215 0.555 0.0015
C 0.7677 1.6875 -5.1330 -0.476 -0.850 0.888 -0.0002
H 1.5550 1.9037 -5.8396 -0.047 0.382 -0.262 -0.0001
C -0.3892 2.4639 -5.0035 0.136 -0.138 0.156 0.0021
C -0.5987 3.6040 -5.9334 -0.085 0.496 -0.427 0.0003
H -1.1397 4.4146 -5.4398 0.045 0.049 -0.089 0.0000
H -1.1817 3.3043 -6.8133 0.032 0.053 0.050 0.0002
H 0.3614 3.9858 -6.2912 -0.107 0.084 -0.012 0.0000
C -1.3530 2.1845 -4.0241 0.972 -1.023 0.287 -0.0002
H -2.2433 2.7849 -3.8975 -0.004 0.243 -0.152 -0.0001
C -1.1841 1.0849 -3.1723 0.732 -0.646 -0.684 0.0032
C -2.2000 0.7338 -2.1197 -0.407 0.479 0.316 0.0078
H -2.5917 -0.2957 -2.2064 0.459 0.336 0.017 0.0001
H -3.0462 1.4118 -2.2362 -0.206 0.109 -0.007 0.0000
H -1.7976 0.8733 -1.0963 -0.201 -0.220 -0.591 0.0086
C 2.2134 -0.2643 -4.3358 0.434 0.193 -0.587 0.0012
H 2.0565 -1.3144 -4.6272 0.215 0.761 0.170 0.0004
H 2.7412 -0.2500 -3.3664 -0.370 -0.090 -0.318 0.0004
H 2.8474 0.1972 -5.0826 0.547 0.070 -0.189 0.0000
C -3.0012 -0.8307 4.3802 0.187 0.042 0.187 0.0010
N -3.5660 -1.1512 3.0879 -0.491 -0.048 0.124 0.0010
C -2.8822 -0.9726 1.9313 1.602 0.443 -0.694 0.0022
N -3.5446 -1.3777 0.8037 -1.447 -0.144 0.894 0.0004
O -1.7564 -0.4671 1.8783 -0.930 -0.206 0.234 0.0186
H -2.1065 -1.4341 4.5867 -0.167 0.141 -0.124 0.0002
H -3.7573 -1.0541 5.1409 0.142 0.058 -0.104 0.0003
H -2.7343 0.2330 4.4412 -0.021 -0.248 -0.016 0.0001
H -4.4984 -1.5293 3.0239 0.296 0.028 0.196 0.0003
H -3.0606 -1.3879 -0.0588 0.607 -0.132 -0.639 0.0003
H -4.4495 -1.8399 0.8984 0.826 0.203 -0.328 0.0001
```
Positions in Å, forces in eV/Å.

* net charge: -2
* LUMO level (spin up / spin down): 4.3 / 4.3 eV
* HOMO-LUMO gap (spin up / spin down): 1.77 / 1.82 eV
* molecular weight: 536.62 g/mol
* energy: -2459.20853 Ha
* 2S+1: 4

ORCA calculation (ωB97M-V with the def2-TZVPD basis set) on a structure of composition C30H40BCl5N7O3Y.

The geometry in XYZ format:
```
87
Properties=species:S:1:pos:R:3:forces:R:3:lowdin_charge:R:1
Y -0.0720 -0.2847 -1.0494 -0.103 -0.100 -0.344 1.5801
C -2.0955 -2.2349 3.8777 -0.008 -0.013 0.010 -0.0153
C -1.3810 -2.5198 2.5997 -0.048 0.109 0.020 -0.2590
C -1.0812 -3.7363 2.0375 0.016 -0.037 -0.017 0.0334
C -0.3919 -3.4488 0.8518 0.002 0.026 -0.007 -0.2265
N -0.3074 -2.1249 0.6888 0.039 -0.081 -0.038 0.0520
N -0.9008 -1.5588 1.7852 0.055 0.004 0.046 0.0301
B -0.7313 -0.0722 2.1743 -0.007 0.031 0.153 -0.5225
N -1.7411 0.8275 1.4237 -0.010 0.041 -0.088 0.0221
N -1.8197 0.8828 0.0593 0.016 0.030 -0.012 0.0139
C -2.7693 1.7753 -0.2449 0.020 -0.013 0.005 -0.2359
C -3.3172 2.2851 0.9356 0.020 0.011 -0.060 0.0292
C -2.6394 1.6686 1.9644 0.053 -0.004 0.078 -0.2608
C -2.8262 1.8544 3.4340 -0.022 -0.003 -0.010 -0.0064
C -3.1608 2.2222 -1.6368 -0.023 -0.008 0.007 -0.5278
C -2.6915 3.6726 -1.8248 0.005 0.003 0.003 -0.0229
C -2.5661 1.3577 -2.7421 0.028 -0.015 -0.026 -0.0489
C -4.6893 2.1651 -1.7548 -0.017 0.011 -0.005 -0.0404
N 0.7406 0.3601 1.9431 -0.010 0.031 -0.060 0.0206
N 1.3929 0.1022 0.7768 -0.078 0.028 0.049 -0.0118
C 2.6553 0.4902 0.9228 0.011 -0.002 -0.025 -0.2461
C 2.8235 1.0468 2.1957 -0.014 -0.069 -0.010 0.0333
C 1.5888 0.9444 2.8102 0.049 -0.027 -0.052 -0.2753
C 1.1935 1.3821 4.1790 0.001 0.017 0.015 -0.0091
C 3.6922 0.2331 -0.1449 -0.001 0.023 0.025 -0.5252
C 3.0831 -0.5409 -1.3145 -0.004 0.015 -0.013 -0.0556
C 4.8108 -0.6171 0.4711 0.007 0.012 0.034 -0.0359
C 4.2749 1.5588 -0.6460 0.017 0.008 -0.012 -0.0149
C 0.2087 -4.4839 -0.0751 -0.040 0.018 -0.022 -0.5343
C 1.3920 -3.9161 -0.8555 0.008 -0.011 -0.015 -0.0501
C -0.8748 -5.0092 -1.0260 -0.008 0.018 0.045 -0.0192
C 0.7299 -5.6555 0.7669 0.019 -0.021 -0.004 -0.0542
H -2.4961 -3.1624 4.2827 0.007 -0.007 -0.010 0.0833
H -2.9250 -1.5451 3.7224 -0.006 0.009 -0.002 0.0789
H -1.4302 -1.7956 4.6214 0.003 0.005 0.002 0.0822
H -1.3149 -4.7030 2.4466 -0.008 -0.005 0.010 0.1117
H -0.9588 0.0452 3.3392 -0.001 -0.006 -0.043 0.1081
H -4.1002 3.0171 1.0305 -0.004 0.005 0.018 0.1168
H -3.6235 2.5747 3.6066 -0.001 0.002 -0.013 0.0853
H -1.9205 2.2272 3.9111 0.009 0.004 -0.004 0.0727
H -3.0958 0.9196 3.9248 -0.002 -0.005 0.008 0.0757
H -1.6039 3.7386 -1.7851 0.002 0.004 -0.001 0.0656
H -3.0989 4.3234 -1.0502 -0.005 0.004 0.005 0.0884
H -3.0228 4.0443 -2.7966 -0.004 0.000 -0.006 0.0915
H -1.4708 1.3606 -2.7092 -0.001 -0.004 0.015 0.0271
H -2.8274 1.7816 -3.7138 -0.011 -0.001 0.004 0.1024
H -2.9457 0.3400 -2.7034 0.002 -0.032 0.012 0.0751
H -5.1720 2.8256 -1.0341 -0.004 0.004 0.004 0.0778
H -5.0558 1.1510 -1.5895 0.001 -0.008 0.000 0.0947
H -4.9930 2.4816 -2.7543 0.000 0.002 -0.005 0.0886
H 3.7213 1.4551 2.6272 0.011 0.001 0.005 0.1172
H 2.0548 1.8131 4.6854 0.007 -0.003 -0.008 0.0845
H 0.8215 0.5500 4.7762 -0.005 -0.006 -0.003 0.0841
H 0.4113 2.1407 4.1371 -0.006 0.002 0.005 0.0756
H 2.5977 -1.4592 -0.9723 -0.002 0.000 -0.008 0.0575
H 3.8565 -0.8340 -2.0257 0.014 -0.003 0.010 0.1088
H 2.3939 0.0898 -1.8843 -0.039 0.026 -0.002 0.0167
H 4.4223 -1.5707 0.8337 -0.004 -0.003 0.003 0.0904
H 5.2760 -0.0995 1.3109 0.008 -0.010 0.001 0.0830
H 5.5823 -0.8188 -0.2743 0.002 0.002 -0.005 0.0882
H 3.5045 2.1825 -1.1011 -0.024 -0.002 -0.004 0.0727
H 5.0497 1.3686 -1.3915 0.003 0.003 -0.005 0.0933
H 4.7241 2.1190 0.1752 0.001 0.010 0.007 0.0902
H 1.0924 -3.1440 -1.5610 -0.016 0.003 0.011 0.0428
H 1.8589 -4.7114 -1.4398 0.002 -0.002 -0.003 0.0949
H 2.1423 -3.5137 -0.1715 0.000 0.006 0.003 0.0823
H -1.3460 -4.2034 -1.5815 -0.019 0.020 -0.059 0.0609
H -1.6614 -5.5166 -0.4646 0.007 0.000 0.015 0.0916
H -0.4519 -5.7194 -1.7385 0.031 -0.001 -0.006 0.0935
H 1.4887 -5.3218 1.4765 0.003 -0.003 0.011 0.0930
H 1.1791 -6.4023 0.1096 0.004 0.002 -0.002 0.0875
H -0.0681 -6.1459 1.3239 -0.012 0.005 -0.005 0.0745
Cl 0.4123 3.2092 0.4403 -0.018 -0.051 -0.002 0.7452
C 0.9315 3.1600 -1.2272 0.052 0.068 0.050 -0.7117
C 0.7814 1.9852 -1.9556 -0.066 -0.141 0.224 -0.2886
C 1.2166 2.0736 -3.2702 -0.044 -0.113 -0.017 -0.7131
Cl 1.0300 0.6382 -4.2584 0.015 0.034 0.012 0.7016
C 1.7857 3.2005 -3.8515 -0.011 0.062 0.045 -0.7136
Cl 2.3149 3.1980 -5.4881 0.008 0.004 -0.030 0.6822
C 1.9201 4.3461 -3.0714 -0.007 -0.018 0.019 -0.7107
Cl 2.6168 5.7673 -3.7412 0.015 0.033 -0.015 0.6838
C 1.4824 4.3313 -1.7471 0.023 -0.023 -0.105 -0.7223
Cl 1.6396 5.7547 -0.7915 -0.003 0.023 0.035 0.6772
O -0.0903 -1.7826 -2.8762 0.053 0.027 0.068 -0.2012
N -1.3395 -2.0704 -2.8343 0.027 0.181 0.223 -0.5508
O -1.8571 -2.7773 -3.6442 -0.058 -0.084 -0.108 0.1187
O -1.9686 -1.5423 -1.8648 0.094 -0.047 -0.025 -0.1225
```
Positions in Å, forces in eV/Å.

* LUMO level: 0.4 eV
* HOMO-LUMO gap: 9.20 eV
* molecular weight: 823.68 g/mol
* energy: -4140.50622 Ha
* ΔE to the lowest compared entry with this formula, charge and spin: 0.00 kJ/mol